{
  "formula": "C12H37ClIN9O22P2S",
  "method": "ωB97M-V with the def2-TZVPD basis set",
  "smiles": "O=S(=O)(O)CCC[PH2](I)P(O)Cl.C[N+](=O)[O-].C[N+](=O)[O-].C[N+](=O)[O-].C[N+](=O)[O-].C[N+](=O)[O-].C[N+](=O)[O-].C[N+](=O)[O-].C[N+](=O)[O-].C[N+](=O)[O-]",
  "homo_ev": -8.444,
  "symbols": ["O", "S", "O", "O", "C", "C", "C", "P", "I", "P", "O", "Cl", "H", "H", "H", "H", "H", "H", "H", "H", "H", "H", "C", "N", "O", "O", "H", "H", "H", "C", "N", "O", "O", "H", "H", "H", "C", "N", "O", "O", "H", "H", "H", "C", "N", "O", "O", "H", "H", "H", "C", "N", "O", "O", "H", "H", "H", "C", "N", "O", "O", "H", "H", "H", "C", "N", "O", "O", "H", "H", "H", "C", "N", "O", "O", "H", "H", "H", "C", "N", "O", "O", "H", "H", "H"],
  "xyz": [[0.19284, 3.45229, 4.06113], [0.24665, 2.38237, 3.10299], [1.47366, 1.64934, 3.11395], [0.01351, 3.01483, 1.67444], [-1.13425, 1.28503, 3.28969], [-2.22693, 1.89798, 4.17839], [-3.61805, 1.62783, 3.61937], [-3.94184, 2.75003, 2.19788], [-4.27017, 0.77447, 0.49973], [-3.81851, 4.79518, 3.23320], [-2.20294, 5.11777, 3.09609], [-4.06536, 4.47153, 5.26074], [0.21512, 3.96315, 1.73918], [-1.49882, 1.09108, 2.27720], [-0.71965, 0.35157, 3.66227], [-2.15672, 1.45520, 5.17262], [-2.04623, 2.95563, 4.31580], [-3.65263, 0.60451, 3.24671], [-4.41227, 1.69054, 4.36205], [-2.85261, 3.15102, 1.41499], [-5.21820, 3.14758, 1.78714], [-1.70566, 4.94114, 3.90957], [3.29541, -0.25056, 4.52839], [3.58328, -1.46029, 5.34821], [2.66306, -1.95411, 5.96675], [4.72395, -1.86998, 5.34521], [2.24970, -0.00814, 4.63008], [3.92536, 0.55116, 4.90070], [3.54574, -0.48617, 3.49931], [1.95813, 0.92378, -0.13595], [1.30739, -0.00408, -1.09818], [1.50567, -1.19172, -0.97389], [0.60410, 0.49617, -1.95749], [2.54589, 0.34006, 0.56124], [2.58599, 1.59850, -0.70511], [1.17450, 1.47078, 0.37238], [1.30702, -3.31290, -3.16367], [1.63587, -3.96185, -4.45987], [2.25112, -3.31140, -5.28161], [1.27359, -5.10874, -4.61145], [1.69499, -2.30510, -3.18168], [0.22657, -3.31737, -3.06119], [1.76857, -3.89300, -2.37232], [2.26361, -6.76508, -0.16376], [1.85829, -5.45528, 0.40637], [1.91648, -5.30163, 1.60560], [1.47843, -4.60893, -0.38276], [2.56737, -7.40925, 0.65240], [1.39647, -7.16050, -0.69469], [3.08489, -6.57980, -0.85040], [-0.15243, -0.23244, -4.89840], [-0.82501, -1.15606, -5.85214], [-0.63129, -2.34456, -5.72724], [-1.53148, -0.64899, -6.70061], [0.43454, -0.81912, -4.20790], [0.47274, 0.43592, -5.48229], [-0.92759, 0.32161, -4.37923], [-2.43186, -8.42682, -1.52020], [-1.07453, -8.06202, -1.03114], [-0.79760, -8.30308, 0.12390], [-0.32903, -7.53804, -1.83535], [-2.97741, -8.87833, -0.70094], [-2.90686, -7.51265, -1.86201], [-2.30129, -9.12024, -2.34493], [0.80219, 4.90974, 7.20999], [-0.23653, 5.96030, 7.39558], [-1.12770, 6.02467, 6.57148], [-0.12334, 6.68266, 8.36020], [0.55859, 4.35745, 6.31181], [1.76154, 5.40956, 7.12085], [0.78244, 4.27281, 8.08895], [-3.41713, 0.73897, -9.42251], [-4.34902, 1.87458, -9.17928], [-5.27053, 2.02924, -9.95252], [-4.11920, 2.57411, -8.21581], [-3.74590, 0.21267, -10.31004], [-2.42467, 1.15763, -9.55406], [-3.44335, 0.09741, -8.54698], [3.95512, 4.49741, -2.52095], [3.85689, 3.93341, -1.14638], [4.78106, 3.26816, -0.73413], [2.83992, 4.17342, -0.52614], [4.90589, 4.19766, -2.94380], [3.12092, 4.10161, -3.09216], [3.87956, 5.57664, -2.43341]],
  "mulliken_charge": [-0.5981, 1.1565, -0.5344, -0.4900, -0.8500, -0.1490, -1.1571, 0.0570, -0.3498, 0.1052, -0.3020, -0.2024, 0.3465, 0.3935, 0.4826, 0.3815, 0.0154, 0.5688, 0.4461, 0.1165, 0.2072, 0.3059, -0.5610, 0.9153, -0.5408, -0.5573, 0.1985, 0.2824, 0.2467, -0.0633, 0.9652, -0.5852, -0.5359, 0.2186, 0.0529, -0.0346, -0.7613, 1.0782, -0.5653, -0.6048, 0.2530, 0.3169, 0.2882, -0.5342, 0.9030, -0.5548, -0.5494, 0.2930, 0.0946, 0.3201, -0.2261, 0.9427, -0.5118, -0.5697, -0.1980, 0.2923, 0.3154, -0.7444, 0.8830, -0.5194, -0.5236, 0.3101, 0.2928, 0.2900, -0.3671, 0.9356, -0.5241, -0.5661, -0.0041, 0.2853, 0.2894, -0.6236, 0.8529, -0.5261, -0.5268, 0.3200, 0.2520, 0.2514, -0.7308, 0.7875, -0.4946, -0.4529, 0.3039, 0.2942, 0.2821]
}

{
  "formula": "C33H38CaIN4OP",
  "method": "ωB97M-V with the def2-TZVPD basis set",
  "total_charge": 2,
  "homo_ev": -13.173,
  "relative_energy_ev": 0.5384,
  "symbols": ["Ca", "I", "C", "C", "C", "C", "C", "C", "C", "C", "C", "P", "C", "C", "C", "C", "C", "C", "C", "C", "C", "C", "C", "C", "C", "H", "H", "H", "H", "H", "H", "H", "H", "H", "H", "H", "H", "H", "H", "H", "H", "C", "C", "N", "C", "C", "C", "C", "N", "H", "H", "H", "H", "H", "H", "H", "H", "H", "H", "H", "H", "H", "H", "N", "C", "N", "C", "C", "O", "C", "C", "H", "H", "H", "H", "H", "H", "H", "H"],
  "xyz": [[13.03147, 11.85856, 8.16432], [15.42847, 9.56921, 7.89574], [16.43469, 10.49401, 9.54349], [17.67464, 10.98278, 9.19068], [18.51236, 11.52765, 10.15456], [18.22215, 11.45288, 11.51218], [16.98301, 10.90794, 11.91327], [16.78933, 10.61365, 13.28402], [15.56920, 10.18789, 13.71409], [14.56074, 10.03574, 12.78752], [14.72868, 10.21404, 11.45784], [13.22804, 10.26890, 10.47964], [12.39142, 11.74466, 11.18851], [11.13852, 11.69506, 11.79312], [10.49384, 12.80956, 12.18056], [11.06364, 14.07299, 12.00077], [12.34851, 14.15991, 11.42468], [13.01011, 12.99642, 11.00675], [12.30513, 8.78028, 10.76001], [12.88367, 7.65268, 11.34919], [12.14116, 6.49190, 11.43759], [10.82396, 6.47180, 11.11212], [10.22030, 7.56200, 10.47223], [10.98818, 8.68106, 10.28286], [16.02479, 10.47677, 10.94434], [18.06855, 10.83851, 8.18013], [19.48107, 11.96679, 9.86181], [18.85068, 11.80675, 12.28621], [17.62616, 10.80777, 13.97640], [15.35874, 10.02668, 14.73694], [13.55048, 9.86043, 13.11189], [10.63758, 10.75951, 11.98001], [9.52116, 12.69425, 12.62600], [10.50956, 14.94377, 12.29008], [12.86431, 15.13417, 11.29556], [14.00893, 13.09431, 10.55391], [13.90231, 7.67830, 11.61373], [12.60533, 5.56691, 11.77371], [10.27365, 5.54884, 11.16580], [9.19368, 7.56380, 10.11515], [10.50616, 9.48419, 9.78019], [7.78196, 12.27107, 5.99434], [8.07997, 11.25592, 7.10534], [9.01618, 10.15426, 6.74158], [8.41056, 8.98864, 6.13381], [7.71960, 8.03172, 7.12694], [10.29609, 10.27100, 7.04005], [11.13475, 9.03877, 6.91078], [10.86077, 11.40902, 7.38212], [7.33199, 13.16453, 6.38776], [7.08840, 11.91203, 5.25049], [8.72767, 12.59643, 5.53242], [7.13932, 10.80511, 7.42551], [8.46412, 11.74659, 7.98390], [9.12804, 8.44355, 5.53942], [7.71485, 9.33559, 5.35517], [8.41146, 7.45161, 7.71585], [7.08588, 7.34732, 6.54127], [7.04285, 8.50369, 7.88293], [11.48724, 8.84566, 5.88793], [10.70552, 8.12871, 7.28003], [12.02322, 9.24094, 7.47135], [10.21076, 12.21036, 7.39168], [13.01705, 14.14155, 7.51906], [12.75890, 15.27264, 7.43978], [12.48606, 16.53333, 7.30276], [11.61231, 17.07998, 6.27535], [12.17782, 18.45748, 5.91926], [12.32456, 19.19843, 7.05355], [13.33673, 18.72115, 7.88514], [12.89004, 17.36291, 8.42044], [10.61638, 17.12853, 6.67034], [11.62130, 16.45302, 5.38175], [11.55639, 18.95578, 5.22430], [13.17500, 18.28134, 5.47599], [13.45111, 19.42820, 8.70556], [14.29528, 18.71536, 7.34579], [12.06359, 17.49968, 9.12328], [13.69516, 16.82093, 8.93759]],
  "mulliken_charge": [1.7114, 0.1798, -0.0007, -0.7191, -0.7318, -0.9210, 0.4469, -0.6112, -1.1255, -0.3184, 0.9908, 1.1330, 0.8734, -0.6891, -0.6985, -0.7226, -0.7848, -0.6102, 0.2913, -0.7957, -0.7698, -0.7701, -0.8313, -0.6400, 0.6681, 0.4213, 0.3636, 0.4763, 0.3824, 0.5026, 0.4539, 0.4600, 0.4895, 0.4676, 0.4489, 0.6063, 0.5065, 0.4214, 0.3949, 0.4744, 0.7237, -1.1414, -1.1801, 0.2985, -0.8838, -0.9847, 1.2880, -1.1066, -0.7600, 0.4143, 0.3708, 0.2686, 0.3984, 0.6098, 0.4570, 0.3963, 0.2365, 0.4057, 0.2995, 0.4229, 0.3116, -0.0502, 0.0251, -0.7377, 0.1874, 0.1056, -0.5124, -0.6331, -0.3885, -0.6714, -0.4014, 0.3139, 0.3975, 0.4004, 0.3516, 0.3238, 0.3561, 0.2575, 0.4066]
}

{
  "formula": "C6H10",
  "method": "ωB97M-V with the def2-TZVPD basis set",
  "smiles": "C1=CCCCC1",
  "homo_ev": -9.373,
  "relative_energy_ev": 3.4444,
  "symbols": ["C", "C", "C", "C", "C", "C", "H", "H", "H", "H", "H", "H", "H", "H", "H", "H"],
  "xyz": [[-0.12632, -1.07198, -0.35248], [-0.80089, -0.68008, 0.97356], [-1.36234, 0.60144, 0.32451], [0.18302, 1.52638, -0.22112], [1.32672, 0.86012, -0.46281], [1.31934, -0.66931, -0.42086], [-0.59785, -0.17316, -0.91035], [-0.45423, -1.97915, -0.85811], [-0.11266, -0.43598, 1.78792], [-1.52157, -1.41922, 1.36779], [-1.80395, 1.41421, 0.85807], [-2.21240, 0.15743, -0.28692], [0.11615, 2.62736, -0.24079], [2.32303, 1.27249, -0.68786], [1.93114, -0.94857, 0.44910], [1.79282, -1.08196, -1.31964]],
  "mulliken_charge": [-0.5123, -0.5636, -0.8693, -0.5898, -0.1249, -0.6959, 0.2507, 0.4574, 0.2711, 0.2978, 0.4052, 0.2693, 0.3778, 0.3509, 0.3164, 0.3592]
}

{
  "formula": "C4H11CsNO5S",
  "method": "ωB97M-V with the def2-TZVPD basis set",
  "total_charge": -1,
  "homo_ev": -2.647,
  "relative_energy_ev": 1.3906,
  "symbols": ["Cs", "S", "O", "O", "O", "O", "C", "C", "C", "O", "C", "N", "H", "H", "H", "H", "H", "H", "H", "H", "H", "H", "H"],
  "xyz": [[-0.23535, 0.93016, -2.91568], [-2.34646, 3.35339, -1.34572], [-3.55919, 2.89539, -0.68590], [-2.04900, 4.75218, -1.01519], [-1.24825, 2.51387, -0.81047], [-2.50888, 3.24016, -2.76196], [-0.70263, -2.06008, 0.10022], [0.12652, -1.23069, 1.06775], [0.79832, 0.03015, 0.40383], [1.64166, -0.25630, -0.70575], [2.91378, -0.83348, -0.29684], [-0.77700, -0.81278, 2.14372], [-1.48347, -1.56167, -0.47422], [-1.05681, -3.02668, 0.45846], [-0.06415, -2.31652, -0.74518], [0.87198, -1.89637, 1.50278], [1.31407, 0.67341, 1.11679], [0.04611, 0.70129, -0.01072], [2.81037, -1.64960, 0.41826], [3.46723, -0.10649, 0.29753], [3.45713, -1.24091, -1.14941], [-0.15360, -0.49195, 2.87074], [-1.26243, -1.60638, 2.53696]],
  "mulliken_charge": [1.0332, 1.0286, -0.7426, -0.7668, -0.7382, -0.7757, -1.4585, 0.7521, -0.5386, -0.2829, -0.8253, -0.6954, 0.3513, 0.3829, 0.3124, 0.1735, 0.3316, 0.1160, 0.2846, 0.3106, 0.2727, 0.2274, 0.2473]
}

Number 1: E_tot -4465.4335 Ha. Number 2: E_tot -2890.7822 Ha. Number 3: E_tot -234.4759 Ha. Number 4: E_tot -1008.3135 Ha.